1.
51
Properties=species:S:1:pos:R:3:forces:R:3:nbo_charge:R:1 method="wB97M-V/def2-TZVPD" total_charge=0 mol_weight_g_mol=355.438 orbital_gap_ev=8.93 smiles="CCCN1CCN(C(=O)c2oc3ccccc3c2NC(=O)C2CC2)CC1" max_force_ev_per_a=1.33 energy_ha=-1167.10157 relative_energy_kcal_mol=58.61 lumo_energy_ha=0.025
H 3.273 3.778 -1.165 0.0510 -0.1009 0.0298 0.206
N 2.393 1.469 0.007 0.4822 -0.1398 0.0627 -0.614
C 3.584 -0.756 -0.171 -0.1256 -0.5255 0.2167 -0.064
C 5.517 -1.717 -1.161 0.1386 0.0306 -0.0843 -0.226
O 2.095 -1.958 1.056 -0.2230 -0.3093 0.2294 -0.407
H 3.225 2.037 0.036 -0.1452 0.0289 0.0356 0.402
C 1.189 3.526 -0.382 -0.2842 0.1179 -0.0191 -0.324
H -4.141 -1.942 -1.878 0.0291 -0.0813 0.0283 0.192
H 2.176 5.166 -1.499 -0.0648 0.0216 -0.0109 0.227
C 2.379 4.309 -0.874 0.0752 0.0537 -0.0734 -0.406
C 4.737 -0.604 -0.938 -0.1357 0.0017 0.0635 -0.209
H -6.728 -0.414 -1.341 -0.1119 0.0677 0.0348 0.200
C -4.815 -1.411 -1.204 -0.0398 0.2954 -0.0195 -0.401
H -2.156 1.137 0.861 -0.0629 0.0146 0.0496 0.191
C -2.697 0.318 1.365 0.0887 -0.0600 0.2306 -0.233
H -3.634 0.406 -1.289 -0.0395 0.0535 0.0289 0.166
N -0.611 -0.845 1.798 -0.0957 -0.0757 0.1533 -0.413
H 1.540 5.279 0.936 -0.0645 0.0479 -0.0373 0.226
C -6.017 -0.912 -1.996 0.1972 -0.1392 0.0514 -0.601
C -1.892 -1.237 -0.228 0.0955 -0.2398 0.0648 -0.247
C 5.172 -2.965 -0.639 -0.0043 -0.0294 0.0065 -0.208
C -4.081 -0.254 -0.525 -0.0807 -0.3223 -0.0179 -0.207
H -4.815 0.333 0.033 0.0203 0.0462 -0.0342 0.191
H 3.762 -4.100 0.531 -0.0183 -0.1281 0.0426 0.228
H -1.453 0.491 3.131 -0.0737 -0.1332 -0.0361 0.244
O 0.714 0.840 2.523 0.0800 0.1416 -0.1353 -0.623
C 2.544 0.115 0.291 -0.7250 -0.6324 0.4595 0.084
H 0.208 3.892 -0.659 0.0893 -0.0174 0.0179 0.242
H -2.180 -2.011 -0.940 0.0411 -0.0043 -0.0095 0.201
H -2.306 -1.076 2.969 -0.0036 0.0518 -0.0090 0.197
H 6.416 -1.628 -1.753 0.0714 0.0116 -0.0485 0.215
H -6.523 -1.742 -2.485 -0.1005 -0.0082 -0.0815 0.210
C 1.682 -0.657 1.019 0.7780 0.9687 -0.4688 0.199
C 3.247 -2.022 0.349 0.6726 0.5705 -0.5469 0.281
O 0.169 1.392 -0.401 -0.0681 0.0780 0.0559 -0.627
H -5.140 -2.111 -0.434 0.0655 -0.0421 0.0206 0.205
H -1.478 -2.659 1.340 0.0711 -0.0010 -0.0794 0.201
C 1.998 4.376 0.565 -0.0058 0.0787 0.1122 -0.397
H 2.607 3.872 1.300 0.0461 -0.1169 0.0009 0.222
C -0.959 -1.846 0.820 -0.0723 -0.1220 -0.5902 -0.219
N -3.086 -0.722 0.425 -0.0426 0.0883 0.0437 -0.449
C 4.034 -3.140 0.123 -0.2999 0.0162 0.1856 -0.244
H 5.007 0.357 -1.347 0.0394 0.0884 -0.0640 0.210
H 5.812 -3.812 -0.836 0.0399 -0.0829 -0.0047 0.217
C 0.540 -0.151 1.829 0.0909 -0.3114 0.3514 0.658
H -1.351 -0.437 -0.759 -0.0461 -0.0973 -0.0198 0.202
C -1.782 -0.280 2.433 -0.1958 0.4533 0.1907 -0.230
C 1.186 2.043 -0.256 -0.0484 0.2978 -0.3020 0.707
H -0.067 -2.244 0.341 -0.0652 -0.0040 0.0519 0.224
H -3.594 0.721 1.840 0.0234 0.0088 -0.0101 0.200
H -5.702 -0.204 -2.760 -0.0433 0.0909 -0.1161 0.201



2.
95
Properties=species:S:1:pos:R:3:forces:R:3:mulliken_charge:R:1 method="wB97M-V/def2-TZVPD" total_charge=0 mol_weight_g_mol=718.986 orbital_gap_ev=8.63 smiles="CCC(=O)OCCc1ccc2nccnc2c1CCO[Si](C)(C)C.CCOS(C)(=O)=O.CCOS(C)(=O)=O.CCOS(C)(=O)=O" max_force_ev_per_a=1.38 energy_ha=-3555.28617 relative_energy_kcal_mol=5.30 lumo_energy_ha=0.000
H -1.687 6.155 -0.776 -0.0357 0.1780 -0.0081 0.578
H -2.694 0.183 1.567 0.2456 0.1393 0.1113 0.347
H -0.153 -8.836 -2.761 -0.1727 -0.0404 -0.0428 0.274
O -1.895 -7.882 -2.401 -0.1300 -0.0623 0.0418 -0.304
C -0.127 0.306 -0.986 0.4370 -0.2743 -0.2223 -1.293
H -2.977 1.525 0.426 0.1318 0.1197 -0.0145 -0.085
H -4.251 -7.378 -3.720 0.0258 0.0000 -0.0021 0.321
H -6.748 9.094 1.542 0.0537 -0.0045 -0.1769 0.267
H 1.204 -7.742 -1.020 0.0021 -0.0575 -0.0590 0.379
H -0.814 -1.711 -1.236 -0.2290 -0.1104 0.1490 0.167
C 5.932 -0.162 0.475 -0.3619 -0.1791 0.2337 -1.241
C -5.449 8.107 2.940 0.1562 -0.1525 -0.0824 -0.954
H -5.860 -0.750 -0.685 -0.1215 0.1195 0.1449 0.359
C 7.877 -3.645 4.708 -0.0465 0.2043 -0.0882 -0.947
H 6.391 0.757 0.135 0.1536 0.1299 -0.1620 0.340
Si -3.368 -0.716 -0.646 -0.8678 0.1525 -0.0477 0.708
O -6.355 5.433 0.382 0.0109 -0.1567 0.2151 -0.677
O 6.263 -0.320 -2.279 1.2742 0.3012 -0.4282 -0.552
H -4.534 -7.895 -2.026 0.0171 0.0053 0.0177 0.320
H -4.321 0.631 1.135 -0.1704 0.0412 0.0747 0.401
H 0.785 -0.176 -0.629 0.0726 -0.1516 0.0713 0.376
H -2.407 -3.052 -0.377 -0.0183 -0.1936 -0.1741 0.206
H 4.613 0.635 5.721 -0.0039 -0.0263 -0.0473 0.368
H 2.240 2.453 -4.453 0.1158 -0.1707 -0.1201 0.408
H 7.566 -3.186 3.771 -0.0213 -0.0146 0.0001 0.275
S 5.566 -1.402 5.150 0.0882 0.0995 0.3669 1.259
H -4.944 -6.236 -2.534 0.0385 0.0400 0.0115 0.369
H -3.980 7.185 -1.513 -0.0018 0.0059 0.0138 0.323
O 4.389 -2.112 4.753 -0.0094 -0.0662 -0.2139 -0.667
C -1.653 4.071 -0.291 0.0095 -0.3870 0.2484 -0.396
C 1.973 0.116 -3.190 -0.0684 0.6065 -0.4963 -0.922
H 6.046 0.274 6.719 0.0154 -0.0095 -0.0179 0.317
H -5.209 0.296 -1.981 -0.1445 0.2423 0.0495 0.288
C 0.289 1.485 -1.827 0.0595 0.2520 -0.1460 0.280
C -4.737 6.411 -1.420 0.0092 0.0408 -0.0604 -0.984
H -4.118 -2.964 0.079 -0.1158 -0.1454 -0.1486 0.338
C -1.271 5.193 -1.043 -0.0006 0.4953 -0.1738 -0.546
C 6.758 -3.638 5.730 0.1377 -0.4701 -0.1888 -0.352
N -0.439 5.140 -2.043 0.0155 -0.3646 0.1104 -0.696
H 7.075 -4.146 6.638 -0.0545 0.1416 0.1029 0.272
H -0.665 0.623 -0.103 -0.1262 0.1816 0.0981 0.538
H -5.069 7.111 3.164 -0.0265 -0.0108 -0.0005 0.282
C -0.282 2.767 -1.536 -0.1546 -0.2973 -0.0286 0.064
O 6.449 -0.860 4.165 -0.0900 -0.0230 -0.1740 -0.572
C 5.135 -0.132 6.288 -0.0080 0.0294 0.0869 -0.963
C -4.262 -7.070 -2.678 -0.0553 -0.0644 -0.0354 -0.977
O 6.394 -2.307 6.158 0.0275 0.1222 0.0607 -0.284
C -5.073 -0.624 -1.423 0.5424 -0.2178 -0.2920 -1.119
O -2.180 -5.585 -3.220 0.1183 0.1753 0.0638 -0.657
C -3.170 -2.437 0.088 0.2807 0.4738 0.1711 -1.051
C 0.977 3.738 -3.364 0.2808 -0.1912 -0.2679 -0.608
C 5.178 -0.555 -1.877 -0.7856 -0.4888 0.0118 0.418
O -4.028 5.989 1.049 -0.0284 -0.1662 0.0526 -0.588
H -5.163 -1.439 -2.141 -0.0533 -0.1213 -0.0978 0.264
C 4.787 -0.591 -0.435 0.5523 0.4030 0.3828 0.188
H -2.358 4.200 0.517 -0.1268 -0.0343 0.1218 0.694
H -0.125 -6.656 -0.610 0.0083 0.0102 -0.0218 0.277
H 5.548 0.008 1.476 0.0125 -0.0360 0.1868 0.340
H 5.870 -4.152 5.358 -0.0564 0.1221 -0.0157 0.330
S -5.199 6.265 0.271 0.0032 0.3217 -0.3177 1.297
C 3.483 0.362 -3.166 -0.2343 -0.4406 0.5321 -0.872
H 6.681 -0.941 0.542 0.2551 -0.0188 -0.0575 0.290
H -7.182 7.415 1.835 0.0649 -0.0849 -0.0855 0.338
H 3.953 0.091 -0.288 -0.3669 -0.0971 -0.1071 0.085
O -2.668 -6.129 -0.850 0.0481 0.1667 0.0172 -0.592
H -4.329 5.449 -1.721 -0.0144 -0.0283 0.0383 0.362
C 1.217 1.381 -2.854 -0.1837 -0.0170 0.3368 1.051
H -0.542 -0.872 -2.733 0.1109 -0.0600 -0.2975 0.298
H 3.693 1.149 -2.444 0.1214 0.1609 0.0569 0.619
C -0.945 -0.750 -1.736 0.1921 0.3304 -0.2115 -0.241
H -5.618 6.651 -2.007 -0.0170 0.0049 0.0191 0.364
O -2.307 -0.393 -1.895 0.1209 -0.2972 0.5589 -0.475
H 3.866 0.671 -4.131 0.1537 0.0407 -0.1905 0.300
H 4.469 -1.597 -0.178 -0.3078 -0.1329 -0.0857 0.281
N -1.179 2.877 -0.516 0.1783 0.1016 -0.1488 -0.217
C -3.308 0.545 0.746 -0.0731 -0.4480 -0.1689 -0.766
H -6.012 8.457 3.805 -0.0481 0.0536 -0.0415 0.383
S -2.660 -6.500 -2.231 -0.1524 -0.3094 -0.0818 1.299
H 1.737 -0.699 -2.529 -0.0454 -0.2767 0.2187 0.404
H 1.225 4.604 -3.957 0.0029 0.1592 -0.0422 0.478
C 0.067 3.898 -2.299 0.2175 0.0189 -0.2900 0.333
H 8.179 -4.671 4.499 -0.0133 -0.0289 0.0765 0.380
C 0.119 -7.645 -0.992 -0.1744 0.1173 0.0810 -0.950
C 1.539 2.520 -3.637 -0.5923 0.6549 0.5296 -0.718
C -0.451 -7.861 -2.381 0.5182 0.0348 0.0286 -0.341
H 1.688 -0.154 -4.205 -0.0976 -0.3847 -0.0494 0.341
O -5.630 7.775 0.500 0.1226 0.0286 -0.0961 -0.272
H 4.487 -0.547 7.054 0.0045 -0.0241 -0.0055 0.326
H 8.738 -3.089 5.078 0.0201 -0.0459 0.0298 0.264
C -6.341 8.100 1.715 -0.2462 0.0952 0.4598 -0.385
H -4.591 8.761 2.786 -0.0319 0.0484 0.0157 0.262
H -0.286 -8.378 -0.294 0.0390 -0.0395 -0.0158 0.262
H -2.890 -2.321 1.134 0.0823 -0.0839 0.1676 0.347
O 4.151 -0.848 -2.748 -0.3423 0.2799 -0.0256 -0.363
H -0.091 -7.108 -3.083 -0.1220 0.0563 0.0076 0.325



3.
129
Properties=species:S:1:pos:R:3:forces:R:3:mulliken_charge:R:1 method="wB97M-V/def2-TZVPD" total_charge=+1 mol_weight_g_mol=791.998 orbital_gap_ev=8.78 max_force_ev_per_a=5.25 energy_ha=-2725.64690 lumo_energy_ha=-0.070
H -1.993 -6.045 -2.988 0.0532 0.1736 1.0327 0.273
H -0.822 0.187 0.830 0.3391 -0.1487 0.0643 0.076
C 2.953 -3.794 1.057 1.5497 0.0411 -0.1048 -0.802
H 0.928 2.845 2.370 -0.8442 0.0854 -1.2997 0.284
H -4.470 -2.022 -1.644 -0.1358 -0.2520 -0.4987 0.431
H 2.038 -5.616 3.618 -0.2106 0.2354 -0.9142 0.236
C -5.365 3.719 0.502 1.2447 0.6673 0.8485 -0.703
H -5.630 -5.196 -4.288 -0.0388 -0.0871 0.4541 0.247
O 4.803 3.662 0.195 -0.4573 1.1862 1.1509 -0.567
H -4.520 -0.923 2.063 -0.1894 -0.1347 -0.1439 0.281
H -3.172 0.632 -3.690 0.2666 -0.7573 -0.3335 0.196
H 2.777 1.967 -2.916 -0.4870 0.2425 -0.0371 0.691
H -4.562 3.906 -0.210 -0.3435 -0.2812 -0.7494 0.259
C 0.247 2.272 -0.844 -0.4707 1.3203 -1.3040 -0.510
H 0.606 -4.737 6.884 -0.0745 -0.5941 -0.0059 0.346
C 1.830 1.653 3.602 1.0416 -1.8377 0.5168 -1.557
H -4.133 -2.936 3.061 -0.3924 0.1908 -0.5903 0.464
H 0.962 -3.995 5.391 -0.2011 0.0661 -0.4450 0.246
C 4.998 4.590 0.950 1.1483 0.2293 -1.6853 0.682
H -0.291 1.994 -1.751 -0.9136 -1.1118 0.8395 0.066
H -2.754 1.389 1.943 0.0989 -0.0122 0.4382 0.041
C -2.902 -4.431 4.701 -1.7236 -2.1091 0.4954 -0.823
C -0.230 -0.053 -0.053 1.2634 0.5000 -0.0910 -1.107
C 5.590 5.726 2.749 -1.3423 2.4505 1.8709 -0.478
H -3.595 -4.761 -1.350 0.1981 -0.9139 -0.1309 0.292
C 1.815 0.753 -1.372 0.3869 -0.3671 -2.2504 -1.416
H -0.986 2.612 -4.789 0.6199 0.4958 1.2380 0.261
C -3.635 0.221 -2.793 0.5128 1.2265 -0.1021 -0.761
H 4.735 5.677 3.424 -0.5955 0.1807 -0.1771 0.271
H -3.589 1.112 -2.166 -0.0852 -0.0406 0.8133 0.243
H 5.347 4.303 -2.093 -0.4303 -0.7824 -0.2204 0.249
H 1.821 0.633 3.985 -0.0793 -0.1839 0.0611 0.352
O 2.452 -5.146 6.158 -0.9316 2.3251 1.5008 -0.410
H 2.782 -4.860 0.909 -0.9059 -0.2849 0.7241 0.380
H -2.577 -4.690 5.709 0.3653 0.2856 -0.1023 0.274
C 1.259 3.109 -1.629 1.1487 0.3115 0.4453 -0.232
H 0.760 3.484 -2.522 0.1763 0.0923 0.0162 0.161
H 5.958 4.116 -4.477 0.9988 0.0684 0.8834 0.284
C 2.277 -3.164 -1.167 -0.0204 -0.5035 -1.0997 -0.761
C -3.709 0.892 2.113 -1.5727 1.0167 0.2793 -0.719
H 1.285 0.425 -2.266 -0.7798 -0.7732 0.5446 0.263
H -4.898 -6.413 -5.334 -0.0810 0.2637 -0.2606 0.257
H 4.577 7.525 1.981 -0.1045 -0.2017 -0.3208 0.269
C 5.594 5.058 -4.068 -0.1125 0.1626 0.2170 -0.370
C -2.331 5.434 -4.528 -1.4240 1.5030 2.6909 0.549
H -3.027 -0.741 3.858 0.2827 -0.4480 0.6123 0.538
O -3.802 -6.109 -3.689 -0.3900 0.0811 -0.5801 -0.407
H 6.201 7.312 1.269 -0.0062 -0.1453 -0.0279 0.273
N -3.605 -0.524 1.913 1.1918 -1.3329 -0.0865 0.170
C -4.682 -5.578 -4.668 0.3058 -0.2063 -0.0813 -0.701
H -2.597 -3.452 2.354 0.2487 0.2842 -0.2891 0.240
C 5.316 6.798 1.645 0.5680 -1.5229 0.9322 -0.229
H -2.082 -2.846 -2.667 0.9131 0.4183 -0.1776 0.359
C -2.673 3.540 -5.586 0.9411 -0.8867 -1.9934 -0.125
H -4.694 0.097 -3.015 -0.0168 -0.8651 0.1083 0.417
C 2.369 2.115 -1.916 1.1646 -1.7396 1.7736 -0.031
C -3.057 -2.766 3.066 -0.1719 0.9464 1.3350 -0.707
O -2.676 -3.141 4.395 1.7661 2.6846 -0.8748 -0.360
O -2.690 6.327 -3.792 1.4986 -0.6991 -1.1563 -0.556
H 4.792 5.837 -2.130 -0.6110 0.7378 -0.7646 0.286
C 2.975 -3.307 2.572 -0.8484 -0.9598 -1.2603 -0.388
H -4.208 -4.749 -5.193 0.0979 -0.0689 -0.3246 0.337
H -4.074 -3.822 -2.650 -0.0894 0.3813 -0.4730 0.190
H 2.891 1.835 3.432 0.0658 0.5217 0.2083 0.352
H 3.235 2.227 -1.264 0.1726 1.0495 -0.2520 -0.212
H -0.923 -0.066 -0.894 0.3406 0.3574 -0.2650 0.158
C -4.683 1.599 1.156 1.6379 -0.0568 -0.3631 -0.072
H 2.560 -0.011 -1.153 -0.0352 0.1973 0.3738 0.577
H 2.668 1.950 0.846 -0.3712 0.2370 -0.7457 0.472
H 3.962 -3.917 4.296 0.2808 1.1928 -0.3817 0.290
C 3.221 -5.819 5.265 0.2655 -2.0920 -1.4861 -0.854
H 1.929 -3.208 2.864 -0.4822 -0.1221 0.1523 0.178
H -3.983 -4.569 4.709 -0.5069 -0.4357 0.1254 0.367
H -5.571 4.715 0.894 -0.3378 -0.1920 0.2507 0.279
H 3.667 -6.252 3.181 -0.5120 -0.7727 0.3240 0.361
C 1.811 1.310 1.055 -0.7394 -1.1608 -0.3085 -0.443
H 1.759 -4.015 -1.609 -0.4935 -0.2938 0.4139 0.350
H -3.151 2.689 -5.100 -0.6224 0.7414 0.6327 0.069
H 3.376 -2.303 2.707 0.4345 -0.1374 -0.3724 0.420
C -3.563 -1.552 -1.263 -1.1476 -0.2852 0.3633 -0.039
O 4.557 5.295 -5.020 -0.6173 1.5690 -0.3930 -0.340
C -2.723 -5.296 -3.293 0.1607 -1.9595 -0.0034 -0.590
H 2.814 -6.823 5.386 0.8877 -0.9197 -0.5360 0.435
H -0.465 3.739 -6.015 -0.3473 -0.2188 -0.4012 0.292
H -1.647 -1.105 2.873 -0.0133 0.2956 -0.7666 0.111
O 2.130 -3.024 0.211 -0.6977 0.9144 0.7055 -0.154
H -2.608 3.223 -6.627 -1.0371 0.6640 -0.4014 0.330
C -2.729 -1.222 2.926 -1.6060 -0.5692 0.3354 -0.445
H -2.550 -5.178 3.990 0.5927 0.0398 -0.2362 0.307
O 2.294 4.969 -5.122 4.2157 -0.1073 3.1258 -0.572
H 0.145 1.196 2.354 -0.2348 0.4423 0.2512 -0.300
O -3.204 4.860 -5.343 0.1806 -2.3984 -1.1959 -0.329
O 3.601 4.482 -3.221 -2.1690 0.2690 -0.1858 -0.101
O 4.818 5.907 0.635 -0.9314 -0.3294 -0.7169 -0.290
H 3.281 -3.308 -1.566 0.6346 0.2772 0.6334 0.368
H 6.336 5.961 3.509 1.0009 -0.4776 -0.9015 0.373
C -3.190 -4.333 -2.267 -0.6359 -0.5220 0.6338 -0.356
C -2.584 -2.639 -0.769 -0.3967 1.3140 0.4590 0.367
H 2.224 0.308 1.171 -0.0047 -0.1149 0.3471 0.228
H -2.124 -4.860 -4.094 -0.6577 0.7290 -0.6357 0.364
O 5.634 4.505 2.109 0.6176 -1.4221 -0.0395 -0.319
C 1.072 1.766 2.307 -0.5341 0.5682 -0.3095 0.507
C 1.062 -4.944 5.916 0.7549 1.0647 -0.0730 -0.775
C 4.828 4.966 -2.785 1.7360 -1.0558 1.2145 -0.336
N -2.119 -3.478 -1.880 -0.0184 1.5091 0.5900 -0.238
H 0.281 -1.015 -0.027 -0.0836 -0.0116 0.4542 0.171
H 4.269 -5.758 5.555 -0.0525 -0.0456 0.4042 0.419
C 3.113 -5.514 3.762 -0.6106 -0.7981 0.1320 -0.454
H 6.288 5.875 -3.874 0.3243 -0.0901 -1.3022 0.323
H -1.799 -2.069 -0.273 0.4683 -0.4333 -0.0890 -0.796
H -6.269 3.271 0.088 0.1331 -0.1235 -0.0443 0.307
H -3.045 -3.264 -0.004 -0.0528 0.0095 -0.0427 0.298
H -5.698 1.208 1.081 0.0899 -0.5375 -0.0312 0.511
O -1.154 4.791 -4.499 0.8975 0.6406 1.9507 -0.233
O -2.886 -0.854 -2.250 0.3780 0.8919 -2.2310 -0.331
O -4.753 2.950 1.555 -0.7397 -0.0671 -0.3773 -0.414
H -0.384 2.952 -0.271 -0.0134 -0.8590 0.8209 0.383
H -3.971 -0.748 -0.651 0.3875 -0.6543 1.3845 -0.080
H 1.875 -2.291 -1.681 -0.1165 0.1782 0.2721 0.151
H -4.100 1.507 0.240 -0.7691 0.1963 -1.0112 -0.185
C -1.191 3.595 -5.215 -0.6499 0.1384 -1.3137 -0.233
H 1.424 2.270 4.404 0.0984 0.1891 -0.3114 0.407
C 3.382 4.968 -4.482 -3.3615 -0.7935 -2.6290 0.552
N 3.698 -4.266 3.385 0.4753 1.1978 0.6993 -0.367
H -4.202 1.202 3.035 0.8993 -0.2508 1.0960 0.410
H 0.557 -5.709 5.326 0.0930 -0.3702 0.2865 0.368
H 3.948 -3.772 0.612 0.6491 0.5574 0.3839 0.412
N 0.884 1.021 -0.252 -0.4867 2.1360 0.3592 1.413
H 1.664 3.967 -1.092 -0.0967 -0.0130 0.0392 0.169